Formula: C20H29N4O3
Source: OMol25
Level of theory: ωB97M-V/def2-TZVPD

```
56
Properties=species:S:1:pos:R:3:forces:R:3:nbo_charge:R:1
O -5.572 0.746 -5.832 0.059 0.078 0.105 -0.59
O 2.214 -0.302 1.173 0.124 0.114 0.151 -0.66
O -3.068 1.116 -0.949 0.501 -0.024 -0.314 -0.63
C -4.833 0.079 -5.131 -1.108 -0.572 -1.932 0.67
C 2.387 0.312 2.229 -0.567 -0.005 -0.569 0.62
C -3.800 0.384 -1.603 0.535 0.893 0.147 0.66
C -0.140 0.238 -1.630 -0.284 -0.622 -0.450 -0.03
C -0.904 -0.356 -2.595 -0.361 1.074 0.156 0.14
C 0.405 -1.911 -1.718 0.176 0.593 0.257 0.24
C 4.832 -0.262 2.190 0.275 0.048 0.225 -0.16
C 3.969 0.925 4.107 0.420 -0.064 -0.075 -0.16
C 6.110 -0.249 2.758 -0.804 0.147 -0.083 -0.21
C 5.248 0.934 4.671 -0.420 -0.154 -0.457 -0.23
C 3.734 0.328 2.850 0.419 0.136 0.574 -0.14
C 6.328 0.348 4.003 -0.036 0.028 0.044 0.04
N 0.673 -0.745 -1.098 -0.756 -0.806 -1.092 -0.46
N -4.962 -0.017 -1.080 -0.927 -0.848 -0.173 -0.59
N -4.322 0.601 -4.016 0.933 0.105 2.181 -0.62
N -0.556 -1.696 -2.641 0.587 0.563 0.745 -0.48
C -4.507 -1.349 -5.522 -0.043 0.313 0.120 -0.72
C 7.707 0.380 4.604 -0.090 -0.146 0.064 -0.64
C -5.998 -0.845 -1.705 0.113 0.340 -0.118 -0.42
C 0.528 0.156 3.923 0.305 -0.071 0.230 -0.60
C 0.111 1.442 1.815 0.448 -0.133 -0.068 -0.60
C 1.178 1.043 2.852 -0.023 0.068 -0.121 -0.32
C -1.965 0.332 -3.424 0.285 -0.492 0.469 -0.43
C -3.417 -0.030 -3.042 -0.306 0.182 -0.586 -0.12
H -0.197 1.277 -1.321 0.249 -0.469 0.156 0.27
H 0.896 -2.859 -1.509 -0.210 0.357 -0.105 0.25
H 4.705 -0.736 1.221 -0.173 0.120 0.161 0.23
H 3.173 1.393 4.677 -0.025 -0.083 -0.195 0.22
H 6.939 -0.705 2.225 -0.108 0.041 0.068 0.22
H 5.405 1.403 5.638 -0.035 -0.081 -0.118 0.22
H 1.340 -0.611 -0.330 0.097 0.007 0.440 0.50
H -5.148 0.337 -0.152 0.140 0.057 -0.109 0.42
H -4.600 1.559 -3.849 0.039 0.010 0.025 0.42
H -0.932 -2.383 -3.283 0.162 0.061 0.217 0.45
H -3.432 -1.467 -5.630 0.166 -0.236 0.067 0.21
H -4.985 -1.560 -6.480 0.059 0.127 0.185 0.27
H -4.901 -2.033 -4.774 0.118 -0.217 0.074 0.22
H 8.288 -0.492 4.288 -0.036 0.191 0.023 0.23
H 7.652 0.375 5.697 0.061 0.069 -0.173 0.23
H 8.232 1.285 4.285 0.014 -0.103 0.069 0.24
H -5.568 -1.752 -2.134 -0.051 -0.002 0.024 0.19
H -6.512 -0.282 -2.487 -0.009 -0.157 0.017 0.21
H -6.737 -1.136 -0.955 0.255 0.061 -0.069 0.23
H 0.153 -0.772 3.479 0.041 0.106 0.030 0.21
H -0.310 0.677 4.395 0.128 -0.057 -0.112 0.22
H 1.251 -0.105 4.702 -0.159 -0.052 -0.034 0.22
H -0.365 0.557 1.381 0.034 0.122 0.058 0.20
H 0.563 2.032 1.012 -0.113 -0.029 0.034 0.20
H -0.667 2.051 2.289 0.173 -0.148 -0.050 0.23
H 1.531 1.968 3.316 0.106 -0.122 0.075 0.22
H -1.794 0.076 -4.471 -0.243 0.021 -0.065 0.23
H -1.835 1.414 -3.335 0.062 -0.177 0.097 0.26
H -3.526 -1.112 -3.087 -0.200 -0.162 -0.220 0.21
```
Positions in Å, forces in eV/Å.

The charge is +1. The orbital gap comes out at 0.3344 hartree. The value obtained for the LUMO energy is -2.5 eV. The HOMO energy comes out at -11.57 eV.